Entry from the Open Molecules 2025 dataset: a 10-piece molecular cluster, C60H50N10O20 overall (wB97M-V/def2-TZVPD).

Orbital gap (hartree): 0.32190
SMILES: O=[N+]([O-])c1ccccc1.O=[N+]([O-])c1ccccc1.O=[N+]([O-])c1ccccc1.O=[N+]([O-])c1ccccc1.O=[N+]([O-])c1ccccc1.O=[N+]([O-])c1ccccc1.O=[N+]([O-])c1ccccc1.O=[N+]([O-])c1ccccc1.O=[N+]([O-])c1ccccc1.O=[N+]([O-])c1ccccc1
Maximum force (hartree/bohr): 0.0253

Geometry as XYZ:
```
140
Properties=species:S:1:pos:R:3:mulliken_charge:R:1
C 11.962 16.458 20.079 -0.446
C 12.134 16.734 18.732 -0.377
C 12.127 18.032 18.270 -0.200
C 11.974 19.050 19.192 0.060
C 11.803 18.803 20.537 -0.522
C 11.774 17.493 20.984 -0.545
N 12.135 20.433 18.726 1.004
O 12.485 21.257 19.542 -0.577
O 11.993 20.651 17.546 -0.601
H 11.980 15.449 20.469 0.483
H 12.198 15.905 18.038 0.406
H 12.202 18.248 17.216 0.474
H 11.692 19.597 21.262 0.431
H 11.655 17.288 22.039 0.395
C 12.461 10.439 11.264 -0.426
C 12.565 11.712 11.804 -0.675
C 13.693 12.055 12.532 -0.306
C 14.599 11.075 12.867 0.150
C 14.510 9.801 12.332 -0.054
C 13.447 9.484 11.516 -0.497
N 15.824 11.452 13.546 1.107
O 16.589 10.552 13.851 -0.604
O 16.020 12.626 13.799 -0.651
H 11.568 10.132 10.734 0.370
H 11.900 12.517 11.522 0.414
H 13.828 13.061 12.906 0.457
H 15.294 9.076 12.496 0.322
H 13.277 8.471 11.177 0.389
C 12.719 8.711 17.721 -0.634
C 12.766 9.450 16.542 -0.261
C 12.197 8.983 15.372 -0.321
C 11.611 7.734 15.358 0.187
C 11.581 6.956 16.504 -1.083
C 12.158 7.443 17.658 -0.042
N 11.018 7.228 14.125 1.069
O 10.839 8.025 13.226 -0.624
O 10.808 6.041 14.036 -0.628
H 13.159 9.019 18.659 0.546
H 13.346 10.367 16.538 0.455
H 12.282 9.598 14.488 0.509
H 11.188 5.949 16.458 0.408
H 12.234 6.790 18.520 0.430
C 16.120 11.930 17.219 -0.803
C 16.274 13.310 17.321 -0.735
C 15.720 13.998 18.390 -0.346
C 15.026 13.293 19.350 -0.325
C 14.935 11.913 19.309 -0.951
C 15.498 11.237 18.239 0.720
N 14.459 14.001 20.501 1.175
O 14.722 15.183 20.570 -0.618
O 13.783 13.400 21.294 -0.646
H 16.588 11.425 16.380 0.657
H 16.850 13.799 16.552 0.790
H 15.806 15.077 18.390 0.507
H 14.399 11.388 20.088 0.524
H 15.304 10.170 18.225 0.129
C 20.806 14.328 16.056 -0.425
C 20.530 13.290 15.180 -0.652
C 20.338 12.001 15.647 -0.305
C 20.491 11.782 17.001 -0.034
C 20.710 12.804 17.897 -0.007
C 20.869 14.091 17.429 -0.654
N 20.224 10.450 17.542 1.120
O 20.043 9.538 16.769 -0.633
O 20.226 10.345 18.752 -0.628
H 21.153 15.289 15.697 0.417
H 20.473 13.532 14.127 0.378
H 20.084 11.179 14.996 0.522
H 20.771 12.612 18.958 0.475
H 21.087 14.953 18.045 0.428
C 13.585 4.582 22.165 -0.850
C 13.740 5.447 23.236 -0.436
C 14.352 6.677 23.080 -0.495
C 14.682 7.087 21.798 -0.528
C 14.558 6.231 20.729 -0.037
C 13.942 5.003 20.887 -0.526
N 15.094 8.468 21.580 1.033
O 15.092 9.201 22.557 -0.663
O 15.413 8.817 20.456 -0.051
H 13.192 3.583 22.299 0.416
H 13.453 5.152 24.237 0.482
H 14.552 7.295 23.943 0.568
H 14.853 6.603 19.754 0.489
H 13.772 4.418 19.993 0.523
C 10.624 7.615 25.344 -0.367
C 10.089 7.006 24.218 -0.620
C 10.512 7.428 22.970 -0.343
C 11.398 8.471 22.866 0.165
C 12.012 9.014 23.980 -0.247
C 11.576 8.615 25.231 -0.656
N 11.780 8.975 21.553 1.115
O 11.605 8.230 20.598 -0.559
O 12.176 10.131 21.478 -0.602
H 10.355 7.238 26.325 0.379
H 9.364 6.213 24.322 0.417
H 10.060 6.958 22.107 0.419
H 12.827 9.715 23.861 0.494
H 12.104 8.921 26.125 0.382
C 17.018 22.172 18.597 -0.609
C 15.819 21.483 18.701 -0.237
C 15.756 20.126 18.426 0.082
C 16.910 19.440 18.127 -0.203
C 18.110 20.108 18.007 -0.431
C 18.165 21.472 18.250 -0.424
N 16.875 17.998 17.922 1.037
O 15.836 17.433 18.156 -0.576
O 17.899 17.453 17.534 -0.624
H 17.064 23.242 18.742 0.396
H 14.929 22.015 19.012 0.411
H 14.809 19.606 18.497 0.344
H 18.983 19.555 17.688 0.446
H 19.113 21.984 18.151 0.360
C 18.394 13.137 21.598 -0.991
C 18.541 12.718 22.924 -0.844
C 18.323 11.385 23.240 -0.566
C 18.080 10.456 22.241 -0.132
C 18.029 10.863 20.933 0.453
C 18.187 12.193 20.610 -0.499
N 18.006 9.053 22.605 1.177
O 17.813 8.768 23.760 -0.681
O 18.195 8.251 21.723 -0.575
H 18.576 14.187 21.393 0.523
H 18.747 13.409 23.728 0.394
H 18.365 11.049 24.268 0.522
H 17.957 10.194 20.088 0.344
H 18.103 12.497 19.575 0.847
C 17.584 6.477 18.856 -0.631
C 16.890 5.361 18.438 -0.633
C 16.039 5.380 17.346 -0.810
C 15.945 6.583 16.665 -0.371
C 16.650 7.703 17.012 -0.098
C 17.451 7.661 18.152 0.332
N 15.083 6.678 15.475 1.133
O 14.330 5.748 15.250 -0.645
O 15.130 7.696 14.826 -0.497
H 18.282 6.407 19.681 0.493
H 17.036 4.385 18.890 0.399
H 15.518 4.505 16.994 0.586
H 16.682 8.604 16.417 0.777
H 18.086 8.511 18.354 0.041
```

***

Entry from the Open Molecules 2025 dataset: C8H13N as an isolated structure (wB97M-V/def2-TZVPD).

Orbital gap (hartree): 0.34022
Maximum force (hartree/bohr): 0.0972

Geometry as XYZ:
```
22
Properties=species:S:1:pos:R:3:nbo_charge:R:1
C -3.157 0.492 -0.145 0.016
C 0.390 -2.940 -0.304 -0.397
C 0.117 -1.640 -0.567 -0.205
C -2.388 -0.677 -0.012 -0.133
C 0.340 1.321 -1.023 -0.610
C 1.290 0.902 1.233 -0.604
C -0.406 -0.699 0.460 -0.192
C -0.002 0.730 0.320 -0.236
N -3.190 0.084 1.060 -0.292
H -3.391 1.316 -0.862 0.215
H 0.706 -3.653 -1.013 0.197
H 0.330 -3.293 0.664 0.182
H 0.196 -1.278 -1.709 0.210
H -2.795 -1.744 -0.350 0.189
H 1.136 0.671 -1.535 0.202
H 0.873 2.258 -0.832 0.214
H -0.418 1.574 -1.662 0.207
H 1.224 0.335 2.079 0.198
H 2.048 0.590 0.523 0.211
H 1.127 1.907 1.591 0.214
H -0.322 -1.016 1.479 0.216
H -0.754 1.436 0.829 0.200
```

***

Entry from the Open Molecules 2025 dataset: C45H53Cl2F6NO10PS4SbSr as an isolated structure (wB97M-V/def2-TZVPD).

Orbital gap (hartree): 0.27247
Maximum force (hartree/bohr): 0.1430

Geometry as XYZ:
```
124
Properties=species:S:1:pos:R:3:mulliken_charge:R:1
Sr -0.240 -0.620 -1.515 2.553
Cl 0.177 2.564 0.630 -0.015
C -1.286 3.500 0.564 0.506
C -1.301 4.689 1.285 -0.577
C -2.411 5.508 1.238 -0.775
C -3.504 5.141 0.461 -0.934
C -3.479 3.950 -0.240 -0.494
C -2.381 3.084 -0.195 -0.410
P -2.399 1.520 -1.233 2.144
C -4.039 0.802 -0.814 0.671
C -4.821 1.204 0.263 -0.972
C -6.013 0.554 0.556 -0.649
C -6.424 -0.529 -0.205 -0.727
C -5.642 -0.952 -1.272 -0.745
C -4.461 -0.293 -1.572 -0.466
C -2.840 2.474 -2.775 1.083
C -4.096 2.481 -3.378 -0.486
C -4.333 3.256 -4.508 -0.721
C -3.318 4.027 -5.054 -0.676
C -2.063 4.039 -4.455 -0.747
C -1.832 3.270 -3.323 -0.507
H -0.431 4.961 1.871 0.433
H -2.416 6.441 1.788 0.406
H -4.370 5.788 0.398 0.419
H -4.330 3.683 -0.854 0.514
H -4.502 2.019 0.899 0.206
H -6.615 0.893 1.391 0.404
H -7.339 -1.054 0.042 0.356
H -5.947 -1.805 -1.866 0.468
H -3.857 -0.642 -2.401 0.284
H -4.895 1.878 -2.968 0.345
H -5.316 3.254 -4.964 0.430
H -3.502 4.622 -5.941 0.382
H -1.266 4.645 -4.868 0.433
H -0.852 3.293 -2.853 0.399
O 0.776 -1.550 0.318 -0.439
S 1.320 -2.186 1.582 0.660
C 0.741 -3.911 1.703 -1.587
C 0.170 -4.500 0.419 -0.358
C 1.244 -5.016 -0.544 -0.032
C 0.685 -5.401 -1.914 -1.076
S 0.275 -3.970 -2.962 0.077
O -0.044 -2.844 -2.014 -0.630
C 1.953 -3.699 -3.519 0.959
C 2.853 -2.990 -2.733 -0.095
C 4.127 -2.744 -3.220 -0.941
C 4.487 -3.190 -4.488 -0.757
C 3.572 -3.879 -5.273 -0.692
C 2.297 -4.137 -4.788 -0.695
C 3.050 -2.381 1.145 0.709
C 3.849 -3.486 1.399 -0.600
C 5.203 -3.443 1.090 -0.802
C 5.769 -2.287 0.572 -0.629
C 4.974 -1.169 0.350 -0.758
C 3.619 -1.215 0.630 -0.956
H -0.048 -3.822 2.444 0.437
H 1.557 -4.497 2.128 1.039
H -0.423 -3.729 -0.055 -0.166
H -0.495 -5.324 0.694 0.620
H 1.719 -5.899 -0.110 0.557
H 2.017 -4.257 -0.666 -0.415
H -0.240 -5.974 -1.806 0.521
H 1.392 -5.985 -2.504 0.573
H 2.541 -2.586 -1.779 0.072
H 4.831 -2.186 -2.615 0.492
H 5.477 -2.981 -4.874 0.409
H 3.845 -4.200 -6.271 0.434
H 1.567 -4.656 -5.402 0.448
H 3.440 -4.388 1.836 0.409
H 5.819 -4.317 1.267 0.458
H 6.830 -2.251 0.360 0.424
H 5.415 -0.254 -0.027 0.467
H 2.987 -0.353 0.461 0.371
O -1.510 0.089 1.000 -0.420
Cl -2.112 -1.236 1.175 1.571
O -3.463 -1.138 1.641 -0.635
O -1.333 -1.977 2.159 -0.656
O -2.053 -1.918 -0.122 -0.706
F 2.298 2.743 -4.183 -0.172
C 2.423 1.426 -4.153 0.257
F 3.447 1.089 -3.381 -0.142
F 2.619 0.962 -5.375 -0.163
S 0.927 0.655 -3.425 1.597
O 0.766 1.278 -2.122 -0.591
O 1.230 -0.768 -3.348 -0.368
N -0.188 1.015 -4.480 -0.341
S -1.380 -0.058 -4.510 1.048
O -1.539 -0.722 -3.211 -0.331
O -2.558 0.355 -5.188 -0.598
C -0.707 -1.341 -5.713 0.506
F -1.257 -1.095 -6.897 -0.238
F 0.608 -1.301 -5.865 -0.183
F -1.067 -2.559 -5.318 -0.254
C 0.434 -1.942 5.095 -1.204
C 1.480 -0.865 4.776 0.826
C 2.165 -0.380 6.051 -1.688
Sb 0.606 0.599 3.371 -0.326
C 1.535 2.468 4.063 1.262
C 2.997 2.395 3.600 -1.368
C 1.445 2.934 5.514 -1.354
C -1.365 0.752 4.307 0.621
C -2.203 1.819 3.594 -0.819
C -1.383 0.997 5.819 -1.655
H 0.919 -2.842 5.496 0.418
H -0.147 -2.227 4.214 0.127
H -0.270 -1.589 5.852 0.332
H 2.247 -1.318 4.140 0.067
H 1.462 0.099 6.734 0.273
H 2.971 0.326 5.841 0.281
H 2.607 -1.234 6.582 0.467
H 1.022 3.209 3.440 -0.318
H 3.555 1.650 4.177 0.223
H 3.502 3.360 3.727 0.436
H 3.067 2.115 2.544 0.241
H 1.854 2.204 6.212 0.175
H 0.420 3.146 5.808 0.263
H 2.018 3.863 5.636 0.473
H -1.794 -0.231 4.091 0.472
H -1.783 2.819 3.750 0.249
H -3.227 1.817 3.988 0.512
H -2.264 1.636 2.518 -0.223
H -1.281 2.058 6.037 0.369
H -0.589 0.472 6.348 0.279
H -2.340 0.668 6.240 0.365
```

***

Entry from the Open Molecules 2025 dataset: an isolated molecule of C3H8O2 (wB97M-V/def2-TZVPD).

Orbital gap (hartree): 0.39602
SMILES: OCCCO
Maximum force (hartree/bohr): 0.0073

Geometry as XYZ:
```
13
Properties=species:S:1:pos:R:3:nbo_charge:R:1
O -0.846 1.339 0.699 -0.743
C -1.243 0.069 0.154 -0.063
C -0.159 -0.599 -0.709 -0.459
C 1.234 -0.415 -0.103 -0.062
O 1.681 0.920 -0.155 -0.732
H -0.612 1.247 1.628 0.479
H -2.155 0.237 -0.436 0.183
H -1.488 -0.583 0.997 0.165
H -0.163 -0.196 -1.729 0.211
H -0.390 -1.674 -0.785 0.215
H 1.230 -0.791 0.930 0.141
H 1.978 -1.006 -0.643 0.183
H 0.933 1.452 0.152 0.483
```

***

Calculated values (eV) of HOMO level for the records, taken in order: -9.6 -8.3 -7.2 -10.0.
Calculated values (kJ/mol) of relative energy (zero: lowest compared OMol25 entry of this formula, charge and spin) for the records, taken in order: 0.00 535.49 304.11 86.02.